# 1
{
  "formula": "C2H7NOSi",
  "method": "the ωB97M-V functional and the def2-TZVPD basis",
  "species": ["C", "H", "H", "C", "Si", "N", "O", "H", "H", "H", "H", "H"],
  "coordinates": [[0.648, -0.857, -1.636], [1.029, 2.033, 0.954], [-0.103, 2.089, 0.011], [0.571, -1.236, -0.419], [-0.242, -0.022, 0.916], [0.169, 1.677, 0.882], [-1.808, -0.026, 0.461], [-0.102, -0.280, 2.431], [-2.510, 0.243, 1.020], [0.311, 0.147, -1.896], [0.964, -2.280, -0.203], [1.072, -1.487, -2.521]],
  "forces_ev_per_angstrom": [[0.76, 0.67, -4.69], [4.38, 1.19, 1.18], [-0.88, 0.23, -0.63], [0.10, -1.75, 4.44], [0.72, 0.01, 0.51], [-3.40, -1.86, -1.06], [0.27, -0.77, -0.99], [0.14, -0.47, -1.13], [-0.71, 0.45, 0.78], [0.07, -0.15, -0.34], [-0.65, 1.35, 0.16], [-0.82, 1.11, 1.77]],
  "spin_multiplicity": 1,
  "relative_energy_ev": 0.095,
  "fmax_ha_per_bohr": 0.0933,
  "e_homo_ev": -9.8,
  "e_lumo_ha": 0.032,
  "charge": 0,
  "smiles": "C=C[Si@@H](N)O",
  "e_tot_ha": -499.91430
}

---

# 2
{
  "formula": "C2H7NS",
  "method": "the ωB97M-V functional and the def2-TZVPD basis",
  "species": ["C", "H", "N", "H", "H", "C", "S", "H", "H", "H", "H"],
  "coordinates": [[0.368, -0.222, -0.363], [-0.950, 1.045, 0.746], [1.469, 0.726, -0.468], [0.103, 0.074, 1.758], [0.737, -1.251, -0.293], [-0.490, 0.057, 0.844], [-1.775, -1.228, 1.107], [1.863, 0.654, -1.388], [-2.120, -1.214, -0.203], [1.069, 1.667, -0.479], [-0.276, -0.309, -1.260]],
  "forces_ev_per_angstrom": [[-0.26, -1.15, -0.42], [-0.12, -0.13, 0.07], [-0.55, 0.53, 0.03], [0.11, -0.05, -0.06], [0.39, 0.18, 0.27], [-0.32, 0.14, 0.38], [0.30, 0.48, -0.70], [0.47, -0.24, -0.38], [-0.15, -0.18, 0.41], [0.11, -0.12, 0.24], [0.02, 0.55, 0.16]],
  "spin_multiplicity": 1,
  "relative_energy_ev": 0.069,
  "fmax_ha_per_bohr": 0.0243,
  "e_homo_ev": -9.2,
  "e_lumo_ha": 0.036,
  "charge": 0,
  "smiles": "NCCS",
  "e_tot_ha": -533.32793
}

---

# 3
{
  "formula": "C2H7NS2",
  "method": "the ωB97M-V functional and the def2-TZVPD basis",
  "species": ["H", "C", "N", "H", "H", "H", "S", "H", "C", "H", "H", "S"],
  "coordinates": [[2.210, -1.112, 0.082], [1.554, -0.494, -0.547], [0.714, 1.889, -0.868], [-3.605, -2.152, 2.483], [1.269, -0.945, -1.505], [1.186, 2.739, -0.587], [-2.275, -0.528, 1.060], [1.699, 1.078, 0.805], [1.245, 0.778, -0.146], [-1.644, -0.784, -0.061], [0.888, 1.857, -1.878], [-3.240, -2.328, 1.163]],
  "forces_ev_per_angstrom": [[-0.73, 0.35, -0.07], [-0.48, 1.27, 0.18], [0.37, -0.63, -0.36], [0.35, -0.17, -0.94], [0.05, 0.44, 0.28], [-0.26, -0.02, 0.43], [-0.01, 1.18, 0.63], [-0.56, -0.06, -0.12], [1.95, -0.84, -0.83], [0.46, -0.29, -0.60], [-0.37, -0.53, 0.47], [-0.77, -0.70, 0.93]],
  "spin_multiplicity": 1,
  "relative_energy_ev": 1.321,
  "fmax_ha_per_bohr": 0.0443,
  "e_homo_ev": -8.2,
  "e_lumo_ha": 0.024,
  "charge": 0,
  "smiles": "C=CN.SS",
  "e_tot_ha": -931.47505
}

---

# 4
{
  "formula": "C2H7NS2",
  "method": "the ωB97M-V functional and the def2-TZVPD basis",
  "species": ["H", "H", "H", "H", "C", "H", "H", "H", "C", "S", "N", "S"],
  "coordinates": [[-1.079, 0.598, 1.147], [-0.085, -1.572, 1.238], [1.426, 0.329, 1.909], [0.660, -1.342, -0.368], [-0.713, 0.215, 0.188], [-0.171, 1.031, -0.291], [-0.792, 1.576, -2.164], [2.177, 0.144, 0.418], [0.378, -0.854, 0.558], [-1.460, 0.582, -2.762], [1.581, -0.271, 1.114], [-1.923, -0.436, -0.986]],
  "forces_ev_per_angstrom": [[-0.73, 0.00, -0.46], [0.27, -0.13, -0.02], [0.07, 0.15, -0.08], [-0.04, -0.37, -0.01], [1.69, -0.51, 0.30], [-0.17, 0.07, -0.01], [-0.15, 0.17, -0.07], [-0.06, 0.24, 0.06], [-0.45, 0.95, -0.56], [0.25, -0.15, 0.08], [-0.09, -0.61, 0.37], [-0.60, 0.19, 0.38]],
  "spin_multiplicity": 1,
  "relative_energy_ev": 0.512,
  "fmax_ha_per_bohr": 0.0349,
  "e_homo_ev": -8.2,
  "e_lumo_ha": 0.015,
  "charge": 0,
  "smiles": "NCCSS",
  "e_tot_ha": -931.50477
}

---

# 5
{
  "formula": "C2H7O2",
  "method": "the ωB97M-V functional and the def2-TZVPD basis",
  "species": ["O", "H", "O", "C", "H", "H", "H", "H", "H", "H", "C"],
  "coordinates": [[-1.409, -0.939, 0.395], [-0.983, 0.298, -1.201], [0.209, 1.836, 0.738], [-0.580, -0.479, -0.492], [0.902, -1.776, -1.144], [0.953, -1.511, 0.635], [-2.387, -0.799, 0.162], [0.433, 2.715, 0.297], [0.664, 1.808, 1.701], [1.374, -0.141, -0.764], [0.822, -1.012, -0.326]],
  "forces_ev_per_angstrom": [[-0.59, 0.63, -2.14], [0.64, -1.08, 0.15], [0.99, 0.32, 1.79], [-0.84, -1.73, 2.09], [0.11, 0.25, 0.26], [0.41, 0.43, -0.03], [1.20, 0.07, 0.59], [0.05, 0.10, 0.13], [-0.72, 0.19, -1.54], [0.91, -0.88, 0.87], [-2.14, 1.69, -2.18]],
  "spin_multiplicity": 2,
  "relative_energy_ev": 2.761,
  "fmax_ha_per_bohr": 0.0679,
  "e_homo_ev": [-23.1, -23.0],
  "e_lumo_ha": [-0.386, -0.628],
  "charge": 2,
  "s_squared": 0.7536,
  "e_tot_ha": -229.94927
}

---

# 6
{
  "formula": "C2H7O2",
  "method": "the ωB97M-V functional and the def2-TZVPD basis",
  "species": ["H", "H", "O", "H", "H", "O", "C", "H", "H", "H", "C"],
  "coordinates": [[-0.609, -0.280, 1.097], [-0.162, 1.321, -0.771], [0.806, 0.704, 0.054], [-1.993, 1.759, -1.266], [-1.113, 2.689, -0.133], [-1.138, 1.981, -0.782], [0.874, -1.682, 0.339], [0.367, -2.385, 1.087], [1.900, -1.543, 0.415], [0.738, -2.217, -0.585], [0.329, -0.345, 0.546]],
  "forces_ev_per_angstrom": [[-0.59, 0.43, 0.67], [-3.47, 2.57, -0.53], [-0.30, -2.28, 1.35], [1.13, 0.51, 0.62], [-0.51, 0.78, 0.18], [1.93, -2.54, -0.99], [-1.98, -1.61, 2.09], [0.91, 1.03, -0.62], [2.46, -0.04, 0.36], [-0.44, 0.24, -1.26], [0.84, 0.91, -1.86]],
  "spin_multiplicity": 2,
  "relative_energy_ev": 2.362,
  "fmax_ha_per_bohr": 0.0845,
  "e_homo_ev": [-24.5, -24.3],
  "e_lumo_ha": [-0.455, -0.588],
  "charge": 2,
  "s_squared": 0.7562,
  "e_tot_ha": -229.96392
}

---

# 7
{
  "formula": "C2H7O2P",
  "method": "the ωB97M-V functional and the def2-TZVPD basis",
  "species": ["H", "P", "H", "H", "O", "C", "H", "H", "C", "H", "O", "H"],
  "coordinates": [[0.557, 1.810, -0.107], [-0.439, -0.123, -0.967], [1.131, -2.143, 0.840], [0.322, 1.964, -1.958], [-0.366, -0.650, 0.563], [-0.105, 1.813, -0.952], [-1.861, -0.167, -1.098], [-1.115, 2.148, -0.780], [-0.023, -2.041, 0.700], [-0.546, -2.679, 1.470], [0.389, -0.890, -1.889], [-0.311, -2.446, -0.334]],
  "forces_ev_per_angstrom": [[0.44, 0.99, 0.26], [-0.76, 2.22, 0.84], [-2.14, 0.14, -0.25], [-0.17, 0.38, 0.74], [0.10, 0.44, 0.74], [-0.48, -4.16, -0.48], [0.38, -0.19, -0.44], [0.01, 0.85, 0.08], [1.30, -1.49, -1.89], [0.20, 1.56, -0.47], [0.28, -0.38, -0.81], [0.83, -0.36, 1.68]],
  "spin_multiplicity": 1,
  "relative_energy_ev": 0.433,
  "fmax_ha_per_bohr": 0.0819,
  "e_homo_ev": -10.1,
  "e_lumo_ha": 0.038,
  "charge": 0,
  "smiles": "CO[P@@H](C)=O",
  "e_tot_ha": -572.23656
}

---

# 8
{
  "formula": "C2H7OP",
  "method": "the ωB97M-V functional and the def2-TZVPD basis",
  "species": ["H", "H", "P", "H", "H", "O", "C", "H", "C", "H", "H"],
  "coordinates": [[-1.370, 0.622, 0.915], [2.049, 0.746, 0.184], [-0.757, -1.104, -0.681], [0.184, -2.035, -0.998], [-0.891, -0.213, -1.602], [-2.017, -1.750, -0.394], [1.041, 1.031, 0.222], [0.168, -0.508, 1.499], [0.010, -0.045, 0.616], [0.861, 1.506, -0.750], [0.723, 1.748, 0.991]],
  "forces_ev_per_angstrom": [[3.92, -1.68, -0.82], [1.41, -0.59, 0.67], [1.31, -0.20, 3.19], [1.12, -0.43, -0.70], [0.28, 2.19, -2.81], [-2.18, -1.14, 0.79], [-3.02, 0.68, 0.32], [0.70, -1.57, 2.79], [-4.54, 2.51, -3.26], [-0.40, -0.23, 0.14], [1.41, 0.46, -0.31]],
  "spin_multiplicity": 1,
  "relative_energy_ev": 2.166,
  "fmax_ha_per_bohr": 0.1191,
  "e_homo_ev": -10.2,
  "e_lumo_ha": 0.026,
  "charge": 0,
  "e_tot_ha": -496.90576
}

---

# 9
{
  "formula": "C2H7OPS",
  "method": "the ωB97M-V functional and the def2-TZVPD basis",
  "species": ["P", "H", "C", "O", "H", "H", "C", "H", "H", "H", "H", "S"],
  "coordinates": [[0.125, -1.306, -0.716], [0.526, 0.258, 2.689], [0.834, 0.488, 1.696], [-1.147, 0.711, -1.340], [0.680, -2.579, -1.058], [1.539, 1.257, 1.728], [-2.330, 0.668, -1.368], [-0.144, 0.870, 1.123], [-2.955, 0.956, -2.164], [-2.747, 0.163, -0.413], [0.630, -0.460, -1.868], [1.565, -0.892, 0.764]],
  "forces_ev_per_angstrom": [[0.47, -0.09, -0.80], [-0.11, -0.59, 0.70], [-3.27, -0.01, -2.18], [1.10, 2.01, -1.24], [0.32, 0.40, -0.04], [1.03, 1.31, -0.06], [-0.45, -2.03, 3.64], [2.24, -0.72, 1.22], [-0.89, 0.62, -1.28], [-0.56, 0.72, -1.34], [-0.20, -1.50, 1.17], [0.33, -0.13, 0.23]],
  "spin_multiplicity": 1,
  "relative_energy_ev": 3.334,
  "fmax_ha_per_bohr": 0.0814,
  "e_homo_ev": -8.2,
  "e_lumo_ha": 0.020,
  "charge": 0,
  "smiles": "C=O.CSP",
  "e_tot_ha": -895.09354
}

---

# 10
{
  "formula": "C2H7OPS2",
  "method": "the ωB97M-V functional and the def2-TZVPD basis",
  "species": ["C", "H", "H", "C", "H", "H", "S", "P", "O", "H", "S", "H", "H"],
  "coordinates": [[-1.683, 0.254, 0.279], [2.076, -1.622, 0.461], [-2.416, 0.344, -0.543], [-0.813, -1.050, 0.069], [-0.134, -0.718, -0.715], [-1.169, -1.930, -0.395], [4.222, -0.605, -0.358], [-0.595, 1.751, 0.494], [-0.283, 2.123, -1.116], [-2.188, 0.182, 1.151], [2.758, -0.378, 0.840], [0.403, 2.900, -1.049], [-0.177, -1.252, 0.882]],
  "forces_ev_per_angstrom": [[1.83, -0.85, -2.80], [0.60, 1.95, 0.94], [0.39, 0.23, 0.29], [0.55, 2.70, -1.65], [0.51, -0.03, -0.16], [-1.42, -0.95, 0.14], [1.47, 0.21, -0.92], [-0.41, -0.32, -0.56], [1.86, 1.96, 1.03], [-1.89, -0.17, 2.88], [-2.00, -2.12, -0.03], [-1.92, -2.18, -0.49], [0.42, -0.42, 1.33]],
  "spin_multiplicity": 1,
  "relative_energy_ev": 3.545,
  "fmax_ha_per_bohr": 0.0671,
  "e_homo_ev": [-7.5, -8.7],
  "e_lumo_ha": [-0.058, -0.013],
  "charge": 0,
  "e_tot_ha": -1293.28151
}